No. 1
17
Properties=species:S:1:pos:R:3:forces:R:3 method="wB97M-V/def2-TZVPD" charge=0 energy_ev=-9439.51838 smiles="C=C/C(O)=C/C.O" homo_ev=-8.556
C -0.6335 -2.4576 -0.6510 -1.123 -1.443 0.623
C 0.2266 -1.2193 -0.7736 -1.057 0.049 2.055
C 0.3986 -0.3883 0.3390 0.024 0.188 -1.357
O -0.1042 -0.5679 1.6589 0.425 -2.086 -2.695
C 1.3447 0.7427 0.1117 -1.744 -0.812 -2.006
C 1.3110 1.3220 -1.1116 2.506 -0.226 0.041
H -1.4993 -2.3960 0.0063 -0.126 1.132 0.426
H -1.1828 -2.8110 -1.5449 1.054 0.224 -0.123
H -0.2135 -3.3528 -0.1140 0.563 0.716 -1.026
H 0.6399 -1.0096 -1.8099 -0.171 -0.123 2.023
H -0.1808 0.2394 2.1353 0.159 1.321 0.160
H 2.1320 0.7603 0.8190 0.927 0.622 0.402
H 0.5364 1.1476 -1.8584 -0.100 0.061 0.596
H 2.2925 1.6558 -1.5740 -1.394 0.465 0.897
H -2.2875 2.6726 1.9906 -0.784 -0.634 -0.132
H -1.2768 2.6321 0.7688 -0.378 -0.364 -0.139
O -1.5031 3.0301 1.6079 1.221 0.910 0.255

***

No. 2
16
Properties=species:S:1:pos:R:3:forces:R:3 method="wB97M-V/def2-TZVPD" charge=0 energy_ev=-7855.45250 homo_ev=-7.538
C -1.7419 0.9504 1.3806 0.018 0.038 0.024
C -0.7277 0.6291 0.3293 -0.019 -0.235 -0.036
C 0.1206 1.5111 -0.3721 0.117 0.130 -0.107
C 0.9290 0.8495 -1.2981 -0.358 -0.049 0.319
C 1.7898 -1.3540 -0.5696 0.094 -0.091 0.026
C 0.5641 -0.5953 -1.0898 0.065 -0.082 -0.098
N -0.5191 -0.6147 -0.0790 -0.005 0.243 0.110
H -1.7823 0.1760 2.1537 0.014 0.114 -0.136
H -1.5065 1.9087 1.8496 -0.041 -0.142 -0.083
H -2.7364 1.0313 0.9276 0.146 -0.011 0.036
H 0.1281 2.5782 -0.1621 -0.040 -0.168 -0.068
H 1.5201 -2.3217 -0.1335 -0.003 0.085 -0.127
H 2.2934 -0.7525 0.1943 -0.084 -0.127 -0.084
H 2.4939 -1.5184 -1.3880 -0.089 0.064 0.124
H 0.1843 -1.0522 -2.0131 0.067 0.105 0.112
H -1.0094 -1.4253 0.2703 0.118 0.125 -0.010

***

No. 3
22
Properties=species:S:1:pos:R:3:forces:R:3 method="wB97M-V/def2-TZVPD" charge=0 energy_ev=-8964.97995 smiles=CC[C@@H](C)NC.O homo_ev=-8.858
C -1.7807 -0.4001 -0.7557 1.423 0.926 -0.846
N -0.3174 -0.3686 -0.4544 -0.327 0.095 0.114
C 2.4915 0.9266 1.2589 1.325 0.028 0.486
C 1.7005 0.9815 -0.0589 1.213 0.510 0.936
C 0.2034 0.8923 0.1776 -0.618 -1.168 -0.095
C -0.5636 2.1710 -0.2314 0.690 0.019 0.447
H -2.0969 -1.4036 -1.0218 -0.105 -0.069 0.262
H -1.8877 0.2309 -1.6444 -0.785 -0.124 0.012
H -2.3642 0.0534 0.0356 -0.100 -0.246 0.287
H 0.1535 -0.4647 -1.3450 0.062 -0.154 -0.040
H 2.1003 1.4963 2.1047 -0.440 0.269 -0.372
H 3.5055 1.3187 1.1121 -0.123 0.191 -0.185
H 2.7244 -0.0395 1.7043 -0.586 -0.534 -0.390
H 1.9708 1.9538 -0.4671 -0.297 0.146 -0.255
H 2.1677 0.2727 -0.7515 -0.602 -0.268 0.064
H 0.0715 0.6590 1.2420 -0.107 0.606 -0.051
H -1.2553 2.4639 0.5581 -0.633 -0.289 -0.469
H 0.0543 3.0664 -0.3291 0.439 -0.276 0.004
H -0.9802 1.9937 -1.2162 -0.581 0.293 0.075
H -1.1226 -2.7599 0.2539 0.147 -0.220 -0.370
H -1.6399 -4.0469 0.8571 0.221 0.237 -1.165
O -1.4042 -3.6520 -0.0177 -0.217 0.029 1.551

***

Summary of orbital gap in eV
9.196 8.166 9.867
(order as listed above)
Summary of largest force on an atom in eV/Å
3.43 0.48 1.90
(order as listed above)
Summary of energy above the lowest of the compared OMol25 structures with the same formula, charge and spin in eV
3.525 2.707 1.379
(order as listed above)